Computed, not measured: a molecular structure, C16H28N4, with ωB97M-V/def2-TZVPD.

Summary:
- Maximum force: 16.23 eV/Å
- LUMO energy: 0.00375 hartree
- Total charge: 0
- Spin multiplicity: 1
- E: -844.7243 a.u.

The geometry in XYZ format:
```
48
C16H28N4 ωB97M-V/def2-TZVPD
C -1.30038 2.63299 1.21611
C -0.47609 2.04155 -1.42546
H 2.89005 -2.72919 1.47011
H -1.26334 -0.32914 1.10660
H 0.57661 0.81245 0.07776
C -1.16769 1.11597 0.93999
C -2.91764 3.93388 -1.52275
H -3.10657 3.10261 -3.42356
C -1.27316 -0.32644 0.01665
H 3.39187 -2.66052 -0.84937
C 1.12410 -1.28992 -0.20995
H -2.36317 2.86258 1.13946
H 1.17475 -1.66288 0.81300
C 0.70897 3.17359 2.77066
H 2.96680 -5.30971 1.64546
H 1.56472 -4.43958 2.55157
H -1.40572 0.84716 -0.08918
H 3.90969 -4.15066 -0.25308
H 2.45843 -4.07423 -1.26943
H 0.20414 0.30165 -1.49945
H -0.15645 0.72798 1.06233
H -2.10112 0.33047 -0.24992
H -3.02333 1.89262 -2.14449
N 1.85201 3.26069 2.84114
C -0.75884 3.03154 2.62668
C 2.99383 -3.59362 -0.45061
H 2.15676 -0.96056 -0.32505
N -3.13791 4.76971 -0.72221
H -1.71530 0.49678 1.65050
H -0.89245 1.92070 -3.57604
H -1.14392 2.25328 3.28556
C 2.03887 -4.73855 1.61675
C 2.30142 -3.40027 0.84459
N 0.71904 -3.29862 -1.81258
C -1.06387 2.58992 -2.73291
N 0.26026 -6.24250 0.36235
C 1.00498 -5.60039 0.94888
H -0.90839 2.60625 -0.59944
C 0.17676 -0.04351 -0.46590
C -2.58905 2.82499 -2.50529
H 1.38702 -2.87785 0.56343
H -0.48138 3.45726 -3.04358
H -0.59775 0.97951 -1.21245
C 0.88258 -2.38181 -1.15363
H 0.56877 2.30798 -1.26609
H -0.67858 3.20465 0.52714
H -1.60020 -1.31230 -0.31386
H -1.19025 3.94347 3.03945
```

Mulliken population analysis, charges in e, atoms 1 to 8: atom 1 (C): -0.13, atom 2 (C): -0.32, atom 3 (H): 0.48, atom 4 (H): 0.26, atom 5 (H): 0.77, atom 6 (C): -0.26, atom 7 (C): 0.35, atom 8 (H): 0.43